[1]
{"formula": "C41H55N8O5P2SSe2Si2Ta", "method": "ωB97M-V with the def2-TZVPD basis set", "elements": ["Ta", "C", "Si", "C", "C", "C", "C", "C", "C", "C", "C", "N", "Si", "C", "C", "C", "H", "H", "H", "H", "H", "H", "H", "H", "H", "H", "H", "H", "H", "H", "H", "H", "H", "H", "H", "H", "H", "H", "Se", "P", "C", "C", "C", "C", "C", "C", "C", "C", "C", "C", "C", "C", "C", "C", "N", "N", "N", "P", "Se", "C", "C", "C", "C", "C", "C", "C", "C", "C", "C", "C", "C", "H", "H", "H", "H", "H", "H", "H", "H", "H", "H", "H", "H", "H", "H", "H", "H", "H", "H", "H", "H", "O", "S", "O", "O", "O", "N", "C", "C", "N", "H", "H", "H", "H", "H", "H", "H", "H", "H", "N", "C", "N", "O", "H", "H", "H", "H"], "positions_angstrom": [[-0.165, -1.098, 1.811], [4.007, -2.372, 4.606], [2.640, -1.333, 3.820], [1.489, -1.165, 5.299], [3.481, 0.210, 3.154], [1.726, -2.261, 2.315], [0.880, -3.347, 2.902], [1.230, -4.485, 3.635], [0.221, -5.284, 4.135], [-1.120, -4.966, 3.910], [-1.409, -3.843, 3.170], [-0.419, -3.090, 2.678], [3.057, -2.973, 1.101], [2.238, -4.050, -0.217], [4.049, -1.602, 0.269], [4.302, -4.156, 1.871], [4.195, -1.905, 5.574], [4.947, -2.342, 4.060], [3.759, -3.412, 4.805], [2.102, -0.754, 6.105], [1.183, -2.165, 5.621], [0.604, -0.556, 5.247], [3.461, 1.003, 3.903], [3.030, 0.612, 2.249], [4.529, -0.015, 2.950], [2.268, -4.714, 3.819], [0.473, -6.160, 4.718], [-1.917, -5.574, 4.309], [-2.420, -3.527, 2.951], [1.191, -3.836, -0.394], [2.317, -5.097, 0.078], [2.780, -3.963, -1.162], [3.462, -0.705, 0.091], [4.452, -1.993, -0.668], [4.901, -1.305, 0.881], [3.846, -5.049, 2.297], [4.974, -3.729, 2.608], [4.915, -4.493, 1.031], [1.713, 2.891, -3.972], [0.479, 3.371, -2.301], [-1.132, 3.932, -2.885], [-1.624, 5.180, -2.500], [-2.765, 5.690, -3.097], [-3.401, 4.974, -4.101], [-2.902, 3.743, -4.500], [-1.774, 3.219, -3.896], [1.139, 4.637, -1.201], [2.170, 5.463, -1.631], [2.637, 6.467, -0.796], [2.079, 6.644, 0.459], [1.055, 5.810, 0.896], [0.586, 4.806, 0.070], [0.368, 1.948, -1.162], [-0.521, 1.052, -0.579], [0.263, 0.188, 0.125], [1.530, 0.514, -0.032], [1.620, 1.563, -0.785], [-2.289, 0.641, -0.545], [-2.298, -1.377, 0.355], [-3.327, 1.863, 0.247], [-4.420, 1.442, 0.998], [-5.252, 2.388, 1.573], [-4.988, 3.740, 1.405], [-3.898, 4.154, 0.654], [-3.062, 3.215, 0.074], [-2.934, 0.367, -2.200], [-2.425, -0.680, -2.971], [-2.976, -0.955, -4.207], [-4.056, -0.208, -4.668], [-4.571, 0.820, -3.898], [-4.006, 1.121, -2.666], [-1.112, 5.763, -1.745], [-3.138, 6.660, -2.799], [-4.274, 5.387, -4.588], [-3.380, 3.200, -5.304], [-1.369, 2.273, -4.236], [2.604, 5.316, -2.612], [3.440, 7.110, -1.128], [2.445, 7.429, 1.106], [0.630, 5.941, 1.882], [-0.197, 4.146, 0.427], [-4.614, 0.387, 1.143], [-6.101, 2.070, 2.161], [-5.635, 4.474, 1.865], [-3.695, 5.208, 0.522], [-2.226, 3.541, -0.525], [-1.610, -1.279, -2.584], [-2.585, -1.766, -4.806], [-4.501, -0.439, -5.626], [-5.417, 1.393, -4.250], [-4.415, 1.927, -2.072], [-0.917, 1.469, 4.583], [-0.835, 0.742, 3.386], [-1.543, 1.151, 2.184], [0.601, 0.477, 2.835], [-1.206, -0.782, 3.497], [3.197, 0.115, -2.954], [2.489, -0.945, -3.742], [1.034, -1.047, -3.295], [0.811, -1.842, -2.091], [4.191, 0.151, -3.180], [3.106, -0.002, -1.943], [2.781, 1.055, -3.198], [3.025, -1.884, -3.608], [2.565, -0.638, -4.785], [0.453, -1.459, -4.121], [0.665, -0.024, -3.152], [1.659, -2.021, -1.568], [0.393, -2.741, -2.288], [-0.881, -6.186, 0.261], [-1.455, -5.016, -0.112], [-2.729, -5.089, -0.567], [-0.850, -3.940, -0.038], [-1.323, -7.078, 0.133], [0.088, -6.162, 0.523], [-3.258, -5.942, -0.579], [-3.191, -4.232, -0.809]], "lowdin_charge": [1.69, -0.17, 0.52, -0.15, -0.17, -0.40, -0.40, 0.00, -0.01, -0.02, -0.09, -0.09, 0.50, -0.18, -0.18, -0.16, 0.05, 0.03, 0.03, 0.05, 0.05, 0.00, 0.05, 0.00, 0.03, 0.10, 0.13, 0.12, 0.13, -0.02, 0.04, 0.04, -0.02, 0.03, 0.04, 0.03, 0.01, 0.05, 0.43, 0.61, -0.37, -0.08, -0.05, -0.05, -0.07, -0.12, -0.37, -0.08, -0.05, -0.05, -0.06, -0.09, -0.37, -0.35, -0.25, -0.03, 0.03, 0.81, 0.59, -0.39, -0.08, -0.04, -0.04, -0.04, -0.08, -0.36, -0.11, -0.05, -0.04, -0.06, -0.07, 0.11, 0.12, 0.12, 0.11, 0.09, 0.07, 0.12, 0.12, 0.11, 0.10, 0.09, 0.12, 0.12, 0.12, 0.07, 0.07, 0.11, 0.12, 0.12, 0.11, -0.16, 0.41, -0.34, -0.45, -0.42, 0.14, -0.13, -0.25, 0.03, 0.17, 0.09, -0.04, 0.13, 0.13, 0.12, 0.07, 0.03, 0.08, 0.19, -0.66, 0.18, -0.13, 0.11, 0.10, 0.11, 0.09], "total_charge": 2, "e_homo_ha": -0.470, "energy_ev": -242973.9486, "e_lumo_ev": -6.0265, "relative_energy_kj_mol": 158.5}



[2]
{"formula": "C41H55N8SSi4TeTi", "method": "ωB97M-V with the def2-TZVPD basis set", "elements": ["Ti", "C", "C", "C", "C", "C", "C", "N", "C", "C", "C", "C", "C", "C", "N", "N", "C", "C", "C", "C", "C", "N", "H", "H", "H", "H", "H", "H", "H", "H", "H", "H", "H", "H", "H", "C", "C", "C", "C", "C", "C", "N", "N", "C", "C", "C", "C", "C", "C", "H", "H", "H", "H", "H", "H", "H", "H", "H", "S", "C", "N", "C", "C", "N", "H", "H", "H", "H", "H", "H", "C", "Si", "C", "C", "Si", "Te", "Si", "C", "C", "C", "Si", "C", "C", "C", "H", "H", "H", "H", "H", "H", "H", "H", "H", "H", "H", "H", "H", "H", "H", "H", "H", "H", "H", "H", "H", "H", "H", "H", "H", "H", "H"], "positions_angstrom": [[-0.139, 0.303, -0.022], [-5.017, -0.446, -2.643], [-4.469, 0.825, -2.750], [-3.520, 1.256, -1.835], [-3.104, 0.420, -0.802], [-3.669, -0.847, -0.689], [-4.615, -1.279, -1.606], [-2.097, 0.845, 0.098], [-2.459, 1.753, 1.066], [-3.750, 2.184, 1.378], [-3.933, 3.187, 2.324], [-2.847, 3.783, 2.952], [-1.554, 3.359, 2.658], [-1.366, 2.308, 1.770], [-0.162, 1.814, 1.299], [0.975, 2.473, 1.688], [1.951, 2.108, 0.904], [3.252, 2.710, 0.990], [4.178, 2.459, 0.041], [3.861, 1.586, -1.046], [2.648, 0.986, -1.055], [1.695, 1.179, -0.092], [-5.749, -0.788, -3.364], [-4.774, 1.481, -3.556], [-3.080, 2.243, -1.917], [-3.335, -1.490, 0.115], [-5.032, -2.274, -1.515], [-4.599, 1.756, 0.861], [-4.939, 3.518, 2.555], [-3.001, 4.584, 3.664], [-0.687, 3.820, 3.112], [3.431, 3.388, 1.813], [5.154, 2.927, 0.090], [4.573, 1.379, -1.831], [2.376, 0.294, -1.846], [0.571, 5.175, -3.119], [0.059, 4.813, -1.881], [-0.216, 3.483, -1.602], [0.011, 2.522, -2.579], [0.528, 2.873, -3.820], [0.807, 4.203, -4.084], [-0.262, 1.161, -2.237], [-0.503, 0.401, -3.189], [-0.724, -0.951, -2.805], [-1.040, -1.811, -3.854], [-1.276, -3.145, -3.573], [-1.184, -3.582, -2.255], [-0.861, -2.697, -1.234], [-0.626, -1.338, -1.460], [0.798, 6.212, -3.329], [-0.119, 5.561, -1.120], [-0.596, 3.177, -0.635], [0.713, 2.100, -4.554], [1.221, 4.482, -5.045], [-1.098, -1.421, -4.862], [-1.526, -3.837, -4.367], [-1.360, -4.627, -2.023], [-0.780, -3.090, -0.223], [-0.380, -1.343, 1.749], [0.585, -0.476, 2.932], [1.862, -0.350, 2.882], [2.257, 0.464, 4.038], [0.944, 1.033, 4.606], [-0.035, 0.110, 4.026], [2.615, -1.402, 1.257], [2.949, 1.247, 3.725], [2.771, -0.170, 4.770], [0.775, 2.052, 4.252], [0.909, 1.013, 5.697], [-0.963, 0.464, 3.840], [6.088, -4.913, 3.487], [5.505, -3.614, 2.249], [6.869, -3.333, 0.985], [5.166, -2.008, 3.156], [3.556, -4.302, 1.165], [2.781, -2.302, -0.135], [1.926, -5.019, 2.682], [1.831, -3.810, 4.112], [0.255, -5.141, 1.844], [2.408, -6.720, 3.344], [3.934, -5.869, -0.525], [4.860, -5.076, -1.956], [4.960, -7.309, 0.130], [2.293, -6.522, -1.168], [7.013, -4.594, 3.974], [6.274, -5.872, 3.000], [5.339, -5.076, 4.264], [7.746, -2.874, 1.448], [6.516, -2.672, 0.191], [7.181, -4.275, 0.527], [6.058, -1.670, 3.690], [4.354, -2.121, 3.877], [4.864, -1.226, 2.456], [1.689, -2.794, 3.736], [2.749, -3.827, 4.704], [0.996, -4.057, 4.772], [-0.032, -4.157, 1.463], [-0.507, -5.465, 2.558], [0.268, -5.845, 1.010], [3.392, -6.705, 3.817], [2.438, -7.462, 2.543], [1.680, -7.057, 4.087], [5.835, -4.704, -1.639], [4.302, -4.228, -2.358], [5.011, -5.799, -2.762], [5.942, -6.963, 0.460], [5.111, -8.074, -0.635], [4.472, -7.779, 0.987], [1.645, -5.698, -1.474], [1.765, -7.093, -0.401], [2.447, -7.174, -2.032]], "lowdin_charge": [0.79, -0.11, -0.09, -0.04, -0.31, -0.03, -0.08, -0.07, -0.25, -0.03, -0.12, -0.13, -0.05, -0.26, -0.16, 0.07, -0.38, -0.03, -0.09, -0.10, -0.23, -0.04, 0.09, 0.10, 0.11, 0.11, 0.10, 0.11, 0.09, 0.08, 0.09, 0.10, 0.09, 0.09, 0.08, -0.10, -0.07, -0.01, -0.24, -0.03, -0.09, 0.00, 0.12, -0.29, -0.04, -0.10, -0.09, -0.18, -0.20, 0.10, 0.11, 0.10, 0.10, 0.10, 0.10, 0.09, 0.10, 0.03, 0.65, -0.86, -0.02, -0.19, -0.17, 0.01, -0.21, 0.09, 0.10, 0.08, 0.10, 0.10, -0.22, 0.32, -0.23, -0.22, 0.10, 0.74, 0.33, -0.20, -0.21, -0.22, 0.31, -0.23, -0.22, -0.22, 0.02, 0.02, 0.01, 0.03, 0.02, 0.02, 0.03, 0.01, 0.02, 0.00, 0.02, 0.04, -0.03, 0.04, 0.01, 0.01, 0.01, 0.03, 0.02, 0.01, 0.03, 0.02, 0.02, 0.01, 0.02, 0.02, 0.03], "total_charge": -1, "e_homo_ha": -0.142, "energy_ev": -128091.5656, "e_lumo_ev": 1.6859, "relative_energy_kj_mol": 5.4}